Record 1
{
  "formula": "C2H2FNO2",
  "method": "ωB97M-V/def2-TZVPD",
  "e_above_lowest_kcal_mol": 141.76,
  "total_energy_ha": -382.304517,
  "smiles": "C#CF.O=NO",
  "homo_energy_ev": -10.59,
  "orbital_gap_ev": 10.97,
  "symbols": ["C", "C", "F", "H", "O", "N", "O", "H"],
  "xyz": [[-1.56, -1.37, -0.55], [-1.16, -1.06, 0.53], [-0.55, -0.97, 1.70], [-1.75, -1.45, -1.58], [1.92, 1.45, -1.34], [1.00, 1.44, -0.62], [1.44, 1.13, 0.67], [0.66, 0.83, 1.19]],
  "lowdin_charge": [0.1161, -0.2066, 0.0746, 0.0271, 0.0472, -0.0995, -0.0307, 0.0718]
}

***

Record 2
{
  "formula": "C2H2FNO2",
  "method": "ωB97M-V/def2-TZVPD",
  "e_above_lowest_kcal_mol": 85.12,
  "total_energy_ha": -382.394781,
  "smiles": "O=C/[N+]([O-])=C\\F",
  "homo_energy_ev": [-9.17, -9.17],
  "orbital_gap_ev": [8.59, 8.59],
  "symbols": ["O", "C", "N", "O", "C", "F", "H", "H"],
  "xyz": [[-1.53, -1.30, 0.92], [-0.38, -1.11, 0.73], [0.12, -0.01, -0.15], [1.38, 0.08, -0.12], [-0.59, 0.79, -0.92], [-1.91, 0.81, -0.91], [0.47, -1.71, 1.05], [-0.08, 1.62, -1.38]],
  "lowdin_charge": [0.1422, -0.1513, -0.2111, -0.1015, -0.0675, 0.0917, 0.1463, 0.1511]
}

***

Record 3
{
  "formula": "C2H2FNO2",
  "method": "ωB97M-V/def2-TZVPD",
  "e_above_lowest_kcal_mol": 139.26,
  "total_energy_ha": -382.308500,
  "smiles": "C#C[N+](=O)[O-].F",
  "homo_energy_ev": -11.54,
  "orbital_gap_ev": 10.47,
  "symbols": ["C", "C", "N", "O", "O", "H", "F", "H"],
  "xyz": [[0.78, 0.97, 0.86], [-0.38, 0.88, 0.61], [-1.67, 0.89, 0.04], [-2.01, -0.14, -0.46], [-2.24, 1.94, 0.00], [1.81, 0.98, 1.03], [-0.55, -1.75, -1.99], [-1.29, -1.14, -2.04]],
  "lowdin_charge": [0.1996, -0.0132, -0.4111, 0.0831, 0.1372, 0.0397, -0.1089, 0.0735]
}

***

Record 4
{
  "formula": "C2H2FNO2",
  "method": "ωB97M-V/def2-TZVPD",
  "e_above_lowest_kcal_mol": 57.74,
  "total_energy_ha": -382.438408,
  "smiles": "C=NOC(=O)F",
  "homo_energy_ev": -11.61,
  "orbital_gap_ev": 12.31,
  "symbols": ["C", "N", "O", "C", "O", "F", "H", "H"],
  "xyz": [[-0.03, 0.13, 0.05], [-1.21, 0.51, 0.08], [-2.18, -0.56, 0.05], [-3.44, -0.18, 0.00], [-4.37, -0.86, -0.06], [-3.65, 1.16, 0.04], [0.75, 1.01, -0.01], [0.50, -0.91, 0.06]],
  "lowdin_charge": [-0.0294, 0.0227, 0.0479, -0.6049, 0.2132, 0.1077, 0.1182, 0.1246]
}

***

Record 5
{
  "formula": "C2H2FO2Rh",
  "method": "ωB97M-V/def2-TZVPD",
  "e_above_lowest_kcal_mol": 41.44,
  "total_energy_ha": -437.715585,
  "homo_energy_ev": [-14.02, -16.48],
  "orbital_gap_ev": [7.80, 7.11],
  "charge": 1,
  "spin_multiplicity": 6,
  "symbols": ["Rh", "F", "O", "C", "C", "O", "H", "H"],
  "xyz": [[1.36, 1.02, -1.05], [-1.14, 0.68, -1.36], [0.25, 1.36, 0.47], [-0.53, 0.30, 0.48], [0.26, -0.92, 0.27], [1.34, -0.80, -0.47], [-1.38, 0.26, 1.17], [-0.15, -1.91, 0.49]],
  "lowdin_charge": [1.4554, -0.2327, -0.0935, -0.1875, -0.1142, -0.1569, 0.1690, 0.1603]
}

***

Record 6
{
  "formula": "C2H2FO2S",
  "method": "ωB97M-V/def2-TZVPD",
  "e_above_lowest_kcal_mol": 71.53,
  "total_energy_ha": -725.880557,
  "homo_energy_ev": [-2.98, -2.98],
  "orbital_gap_ev": [5.54, 5.53],
  "charge": -1,
  "symbols": ["C", "C", "O", "O", "F", "S", "H", "H"],
  "xyz": [[0.22, -0.55, -0.42], [0.56, -0.77, 0.90], [0.79, 1.60, 4.75], [0.89, 2.92, 2.66], [1.57, -1.74, 1.06], [0.19, 1.89, 3.43], [-0.51, 0.19, -0.57], [0.66, -1.14, -1.27]],
  "lowdin_charge": [-0.2054, -0.3280, -0.5106, -0.4997, -0.2260, 0.8079, -0.0492, 0.0109]
}

***

Record 7
{
  "formula": "C2H2FO2Sc",
  "method": "ωB97M-V/def2-TZVPD",
  "e_above_lowest_kcal_mol": 120.56,
  "total_energy_ha": -1087.520600,
  "homo_energy_ev": [-20.58, -20.58],
  "orbital_gap_ev": [8.36, 8.37],
  "charge": 2,
  "symbols": ["F", "C", "C", "H", "O", "O", "H", "Sc"],
  "xyz": [[-1.93, -0.96, -0.22], [-1.12, -0.13, 0.35], [-1.03, 1.13, 0.51], [-1.78, 1.90, 0.37], [0.53, -0.92, -0.22], [1.68, -0.43, 0.49], [1.57, -0.72, 1.41], [1.06, 1.44, -0.33]],
  "lowdin_charge": [0.2467, -0.1621, 0.0129, 0.1094, -0.1020, -0.0915, 0.1685, 1.8181]
}

***

Record 8
{
  "formula": "C2H2FOSm",
  "method": "ωB97M-V/def2-TZVPD",
  "e_above_lowest_kcal_mol": 130.89,
  "total_energy_ha": -909.981403,
  "homo_energy_ev": [-11.83, -12.13],
  "orbital_gap_ev": [6.55, 6.88],
  "charge": 1,
  "spin_multiplicity": 7,
  "symbols": ["C", "C", "O", "H", "F", "Sm", "H"],
  "xyz": [[-0.98, -0.89, -0.40], [-2.01, -0.20, 0.35], [0.22, -0.74, -0.32], [-1.56, -1.91, -0.31], [-2.65, 0.71, -0.26], [2.45, -0.43, 0.79], [4.22, -0.36, 1.61]],
  "lowdin_charge": [-0.2535, 0.1072, -0.1969, 0.1746, 0.1462, 1.3590, -0.3366]
}

***

Record 9
{
  "formula": "C2H2FOYb",
  "method": "ωB97M-V/def2-TZVPD",
  "e_above_lowest_kcal_mol": 91.76,
  "total_energy_ha": -1410.756519,
  "homo_energy_ev": -12.82,
  "orbital_gap_ev": 7.80,
  "charge": 1,
  "symbols": ["C", "C", "O", "H", "F", "Yb", "H"],
  "xyz": [[-0.03, 0.85, 0.33], [0.45, 1.81, -0.47], [-0.02, -0.22, 0.85], [0.48, 2.42, 0.61], [-0.24, 2.22, -1.51], [0.63, -2.56, 1.16], [1.45, -4.20, 1.61]],
  "lowdin_charge": [-0.1411, -0.0923, -0.0518, 0.2046, 0.0798, 1.3060, -0.3051]
}

***

Record 10
{
  "formula": "C2H2GaO",
  "method": "ωB97M-V/def2-TZVPD",
  "e_above_lowest_kcal_mol": 7.31,
  "total_energy_ha": -2077.332468,
  "homo_energy_ev": -2.94,
  "orbital_gap_ev": 7.49,
  "charge": -1,
  "symbols": ["C", "C", "H", "H", "O", "Ga"],
  "xyz": [[0.72, -2.60, 0.54], [0.88, -1.43, 0.98], [-0.12, -3.25, 0.30], [1.64, -0.72, 1.31], [-0.85, -0.58, 1.88], [-1.92, -1.71, 2.68]],
  "lowdin_charge": [-0.1481, -0.1777, -0.0209, 0.0172, -0.8261, 0.1555]
}

***

Record 11
{
  "formula": "C2H2GaO2",
  "method": "ωB97M-V/def2-TZVPD",
  "e_above_lowest_kcal_mol": 82.64,
  "total_energy_ha": -2152.198655,
  "homo_energy_ev": [-14.67, -14.32],
  "orbital_gap_ev": [5.77, 5.02],
  "charge": 1,
  "symbols": ["H", "O", "C", "C", "O", "H", "Ga"],
  "xyz": [[-1.29, 0.04, -0.95], [1.04, -0.98, 0.31], [-0.27, -0.64, 0.21], [-0.63, 0.67, -0.11], [0.35, 1.52, -0.43], [-0.99, -1.22, 0.81], [1.79, 0.62, 0.17]],
  "lowdin_charge": [0.2426, -0.0754, -0.1529, -0.1513, -0.0752, 0.1720, 1.0403]
}

***

Record 12
{
  "formula": "C2H2INO3",
  "method": "ωB97M-V/def2-TZVPD",
  "e_above_lowest_kcal_mol": 132.88,
  "total_energy_ha": -655.391714,
  "homo_energy_ev": -9.35,
  "orbital_gap_ev": 8.63,
  "symbols": ["C", "C", "N", "O", "O", "O", "I", "H", "H"],
  "xyz": [[2.43, -2.13, 0.60], [0.15, 0.13, -0.06], [1.38, 0.08, -0.44], [1.90, -0.70, -1.26], [3.00, -2.95, 0.05], [2.22, 0.98, 0.32], [4.09, 0.58, 0.03], [-0.39, 0.64, 0.78], [-0.28, -0.66, -0.67]],
  "lowdin_charge": [-0.0477, 0.0746, -0.4776, -0.1856, 0.0359, -0.6847, 1.0618, 0.1247, 0.0985]
}

***

Record 13
{
  "formula": "C2H2LiO2Yb",
  "method": "ωB97M-V/def2-TZVPD",
  "e_above_lowest_kcal_mol": 0.00,
  "total_energy_ha": -1393.797354,
  "homo_energy_ev": -11.36,
  "orbital_gap_ev": 5.62,
  "charge": 1,
  "symbols": ["C", "C", "O", "O", "H", "Yb", "Li", "H"],
  "xyz": [[0.16, 0.68, -0.01], [0.01, -0.49, 0.85], [-0.01, -1.68, 0.23], [0.26, 0.48, -1.30], [-0.76, -0.32, 1.63], [-0.58, 2.64, -1.22], [0.00, -1.45, -1.56], [0.93, 0.14, 1.39]],
  "lowdin_charge": [-0.4304, -0.5008, -0.3117, -0.3896, 0.1300, 1.5735, 0.7595, 0.1696]
}

***

Record 14
{
  "formula": "C2H2MgO2Tl",
  "method": "ωB97M-V/def2-TZVPD",
  "total_energy_ha": -600.292380,
  "homo_energy_ev": [-6.72, -6.33],
  "orbital_gap_ev": [6.36, 4.38],
  "spin_multiplicity": 2,
  "symbols": ["C", "C", "O", "O", "H", "Mg", "Tl", "H"],
  "xyz": [[0.83, -1.05, 0.27], [0.60, 0.22, -0.34], [-0.68, 0.69, -0.39], [-0.12, -1.93, 0.35], [1.28, -0.79, -1.07], [-1.36, 2.44, 0.44], [-1.95, -0.53, 0.84], [1.40, 0.95, -0.11]],
  "lowdin_charge": [-0.2764, -0.3919, -0.7072, -0.2792, 0.2070, 0.5877, 0.7447, 0.1152]
}

***

Record 15
{
  "formula": "C2H2N2O",
  "method": "ωB97M-V/def2-TZVPD",
  "e_above_lowest_kcal_mol": 52.97,
  "total_energy_ha": -262.079507,
  "smiles": "C=NN=C=O",
  "homo_energy_ev": -9.70,
  "orbital_gap_ev": 10.26,
  "symbols": ["C", "N", "N", "C", "O", "H", "H"],
  "xyz": [[-0.19, 0.24, -0.15], [0.42, 1.03, -0.92], [1.64, 0.85, -1.52], [2.82, 0.73, -1.40], [3.93, 0.38, -1.42], [0.30, -0.60, 0.22], [-1.21, 0.47, 0.25]],
  "lowdin_charge": [-0.0244, -0.0454, 0.0920, -0.3147, 0.1526, 0.0478, 0.0921]
}

***

Record 16
{
  "formula": "C2H2N2O",
  "method": "ωB97M-V/def2-TZVPD",
  "e_above_lowest_kcal_mol": 27.60,
  "total_energy_ha": -262.119937,
  "homo_energy_ev": -10.65,
  "orbital_gap_ev": 11.37,
  "symbols": ["C", "C", "N", "N", "O", "H", "H"],
  "xyz": [[0.50, -1.57, -0.53], [-0.54, 1.80, -0.11], [0.65, -1.84, 0.59], [-0.45, 1.00, -0.98], [-0.67, 2.70, 0.60], [0.78, -2.11, 1.54], [-0.27, 0.02, -1.10]],
  "lowdin_charge": [-0.0184, -0.4414, 0.1047, 0.1845, 0.1399, 0.0843, -0.0536]
}

***

Record 17
{
  "formula": "C2H2N2O",
  "method": "ωB97M-V/def2-TZVPD",
  "e_above_lowest_kcal_mol": 150.85,
  "total_energy_ha": -261.923523,
  "smiles": "C#[N+][O-].C#N",
  "homo_energy_ev": [-9.85, -9.85],
  "orbital_gap_ev": [9.36, 9.35],
  "symbols": ["C", "N", "O", "H", "C", "N", "H"],
  "xyz": [[0.08, 0.91, 1.64], [-0.08, 0.68, 0.40], [-0.11, 1.17, -0.71], [0.52, 0.98, 2.69], [-0.13, -0.90, -1.39], [-1.12, -1.57, -1.21], [0.83, -1.27, -1.41]],
  "lowdin_charge": [0.1884, -0.2048, -0.0597, 0.1040, -0.1548, 0.0821, 0.0447]
}

***

Record 18
{
  "formula": "C2H2N2O",
  "method": "ωB97M-V/def2-TZVPD",
  "e_above_lowest_kcal_mol": 91.39,
  "total_energy_ha": -262.018280,
  "homo_energy_ev": [-10.48, -10.48],
  "orbital_gap_ev": [7.67, 7.58],
  "symbols": ["O", "C", "N", "C", "N", "H", "H"],
  "xyz": [[-1.59, 0.71, -0.03], [-0.40, 1.04, 0.12], [0.72, 0.36, 0.11], [0.50, -1.09, -0.12], [-0.66, -1.48, -0.28], [-0.04, 2.07, 0.31], [1.47, -1.61, -0.12]],
  "lowdin_charge": [0.0542, -0.4506, 0.0608, -0.2545, 0.3015, 0.1444, 0.1442]
}

***

Record 19
{
  "formula": "C2H2N2O",
  "method": "ωB97M-V/def2-TZVPD",
  "e_above_lowest_kcal_mol": 69.19,
  "total_energy_ha": -262.053659,
  "smiles": "c1conn1",
  "homo_energy_ev": -10.20,
  "orbital_gap_ev": 10.76,
  "symbols": ["C", "C", "O", "N", "N", "H", "H"],
  "xyz": [[0.85, 0.19, -0.09], [-0.50, 0.64, -0.03], [-1.45, -0.35, -0.06], [-0.45, -1.60, 0.01], [0.66, -1.15, -0.07], [1.77, 0.77, 0.19], [-0.88, 1.50, 0.05]],
  "lowdin_charge": [-0.0877, -0.0964, -0.0383, 0.1056, -0.0468, 0.1215, 0.0421]
}

***

Record 20
{
  "formula": "C2H2N2O2S",
  "method": "ωB97M-V/def2-TZVPD",
  "e_above_lowest_kcal_mol": 127.45,
  "total_energy_ha": -735.384176,
  "smiles": "On1ocnc1=S",
  "homo_energy_ev": -8.70,
  "orbital_gap_ev": 8.24,
  "symbols": ["O", "N", "O", "C", "N", "C", "S", "H", "H"],
  "xyz": [[0.84, 1.77, -0.13], [0.16, 0.48, 0.28], [-1.10, 0.48, -0.24], [-1.35, -0.88, -0.20], [-0.26, -1.72, 0.19], [0.84, -0.61, 0.20], [2.51, -0.61, -0.18], [0.83, 2.22, 0.72], [-2.47, -1.14, -0.64]],
  "lowdin_charge": [0.0225, -0.1829, 0.0290, -0.0905, 0.1209, -0.7916, 0.5967, 0.1019, 0.1941]
}